C12H12O2P | ωB97M-V/def2-TZVPD

```
27
Properties=species:S:1:pos:R:3:forces:R:3:mulliken_charge:R:1
P -1.43894 -1.14136 -0.00922 -0.90 -0.52 -0.25 0.921
O -1.83980 -1.95634 1.14952 -0.23 -0.47 1.24 -0.773
O -0.76604 -1.63121 -1.21779 1.20 -0.53 -1.26 -0.743
C -0.62042 1.04527 1.91495 0.46 -1.24 1.52 -0.619
C 3.53872 -0.90601 0.72344 0.11 -0.28 -0.18 -0.617
C -0.80187 1.46249 0.50414 -1.55 1.47 -1.60 -0.232
C -3.10340 0.87412 -0.83851 -3.21 -1.22 -1.12 -0.036
C 1.53373 -0.03132 -0.99821 3.19 -0.44 1.11 -0.253
C -2.20960 1.55445 -0.14499 0.74 3.50 -0.03 -0.488
C -3.29158 -0.64088 -0.91022 3.51 0.67 0.19 -0.834
C 3.73861 -0.75747 -0.64260 4.07 -0.41 -1.20 -0.164
C 2.78532 -0.37491 -1.51188 -3.08 0.42 -1.11 -0.779
C -0.00967 0.24080 0.78366 -4.40 -1.09 -0.80 0.465
C 2.31151 -0.60505 1.20475 -1.72 0.80 -0.87 -0.405
C 1.32384 -0.05130 0.33798 0.50 -0.54 2.11 -0.019
H 1.98483 -0.92261 2.15987 -0.07 0.14 1.11 0.422
H 4.75843 -0.91511 -1.11338 -1.08 -0.23 0.91 0.226
H -4.05333 -1.04181 -0.26299 -0.26 0.14 0.37 0.308
H 2.70108 -0.43734 -2.60895 1.36 -0.01 0.50 0.291
H 0.70158 0.04130 -1.54820 -2.66 0.77 -2.48 0.510
H 0.19444 1.57308 2.46782 -1.13 -0.18 -0.12 0.331
H -0.37506 2.41322 0.13085 0.60 -0.61 0.68 0.316
H -1.51190 0.57940 2.50326 1.85 0.94 -1.02 0.206
H 4.23968 -1.36607 1.40096 0.47 0.02 -0.22 0.368
H -2.42154 2.69791 -0.18852 0.17 -1.81 0.12 0.165
H -3.99539 1.42132 -1.33770 1.63 -0.20 0.91 0.180
H -3.37321 -1.12456 -1.94802 0.43 0.93 1.49 0.253
```
Forces are in eV/Å.

Computed properties:
SMILES: O=[P@]1([O-])CC=C[C@H]2C[C@]21c1ccccc1
LUMO in eV: 3.5800
Highest occupied orbital energy in eV: -3.9
Energy above the lowest of the compared OMol25 structures with the same formula, charge and spin in kcal/mol: 52.2
Total charge: -1



C12H12S | ωB97M-V/def2-TZVPD

```
25
Properties=species:S:1:pos:R:3:forces:R:3:mulliken_charge:R:1
S -1.65105 -0.32533 -1.81609 -0.70 -0.04 -0.70 -0.211
C 2.62883 -1.29273 -0.25967 -1.21 0.41 1.12 -0.952
C 0.69849 0.25015 -0.41116 -0.90 -2.97 -0.24 0.723
C 3.48372 -0.20628 -0.25029 -0.31 0.54 -0.63 -0.350
C 2.96951 1.06186 -0.39706 -2.43 -2.94 -0.21 -0.991
C -3.00763 -0.39379 0.73653 -0.75 0.61 1.76 -1.364
C 0.28773 -2.11870 0.16156 -1.13 1.27 -0.64 -0.687
C -1.03708 -1.96598 0.32018 2.01 2.76 -0.83 -1.064
C -0.78818 0.41311 -0.49445 -0.03 3.53 1.48 -0.204
C 1.59945 1.23586 -0.52472 0.29 4.20 0.12 0.020
C -1.46090 2.48104 0.04175 1.23 -3.53 -3.39 -0.873
C 1.21334 -1.09596 -0.27486 0.89 1.24 0.63 0.769
C -1.70146 -0.64449 0.00813 -0.46 -1.71 -0.17 1.039
H -0.54388 3.05084 -0.11957 -0.63 0.02 0.13 0.406
H 4.54575 -0.28760 -0.16578 0.48 -0.46 0.12 0.394
H 0.66000 -3.03868 0.43104 1.09 -2.03 0.40 0.437
H 3.09146 -2.21341 0.05563 -0.40 -0.63 -0.38 0.315
H -3.86643 0.04062 0.24493 0.48 0.84 -0.91 0.380
H -1.71063 2.19523 1.00856 -0.58 0.08 1.63 0.302
H -1.51593 -2.79664 0.68563 -1.76 -1.47 0.86 0.428
H -2.87984 0.17648 1.68621 0.34 0.03 -0.73 0.281
H -3.55816 -1.24001 1.14139 0.82 -1.08 -0.23 0.408
H -2.26353 2.51219 -0.73407 0.80 0.30 0.96 0.258
H 3.55304 1.86515 -0.46654 2.42 3.09 -0.11 0.555
H 1.25336 2.33705 -0.60728 0.45 -2.04 -0.02 -0.019
```
Forces are in eV/Å.

Computed properties:
LUMO in eV: 0.4305
Highest occupied orbital energy in eV: -7.8
Energy above the lowest of the compared OMol25 structures with the same formula, charge and spin in kcal/mol: 47.1



C12H13Br2N3O4RuS2Se4 | ωB97M-V/def2-TZVPD

```
41
Properties=species:S:1:pos:R:3:forces:R:3:mulliken_charge:R:1
Ru 13.19684 11.87791 6.75186 -0.47 -0.16 -0.57 0.462
Br 13.05770 14.25580 6.16922 -0.06 0.32 0.16 -0.536
Br 13.18781 11.64417 3.85461 -0.17 -0.01 -0.06 0.066
Se 14.82225 11.72121 10.19724 -0.76 0.11 -0.54 -0.270
Se 12.89801 12.30678 9.09840 0.73 -0.33 0.32 0.030
Se 15.87263 12.13063 6.45979 -0.16 -0.03 -0.15 -0.160
Se 16.86321 10.96780 8.06425 -0.10 0.02 0.14 -0.171
S 10.26663 8.77587 9.17856 0.80 -1.69 0.23 1.066
S 12.61659 7.37409 7.38150 0.23 -1.13 -0.09 -0.120
O 10.59749 10.97437 5.92965 -0.18 -0.77 -1.38 -0.610
O 9.62528 9.74564 9.99853 -0.87 0.87 0.50 -0.720
O 10.42451 12.52962 7.46025 -0.19 0.31 0.70 -0.404
O 10.86483 7.65031 9.88761 -0.30 0.09 -0.44 -0.734
N 13.13072 9.78356 6.84436 1.06 1.38 -0.27 0.435
N 11.33806 9.54448 8.32119 -0.20 0.90 -0.71 -0.021
N 5.92157 6.38114 5.88532 -0.82 0.69 -1.16 -0.589
C 13.98680 7.68967 6.36165 -0.23 0.70 0.02 -0.473
C 11.45242 11.97449 3.22676 0.48 1.06 0.53 -0.630
C 12.28390 9.05497 7.55126 -0.69 -0.77 0.73 0.250
C 11.15232 11.76429 6.64067 0.24 0.12 0.83 1.127
C 7.63223 7.99572 6.16365 -0.13 0.50 -0.41 -1.063
C 9.04506 12.14240 7.67961 0.18 0.36 -0.48 -0.653
C 8.64552 8.56384 6.89503 0.77 0.39 -0.43 0.177
C 14.09549 9.02882 6.19784 -0.11 -1.02 0.53 -0.977
C 6.96702 6.89639 6.61626 0.33 -1.28 1.45 1.157
C 8.98307 8.04136 8.11411 0.90 0.07 0.79 -0.376
C 8.35842 6.89929 8.59723 -0.60 -0.29 -0.93 -0.750
C 7.36163 6.28182 7.83482 0.02 1.00 -0.21 -0.823
H 6.82374 5.39844 8.16938 0.21 0.07 0.08 0.310
H 10.96895 12.92579 3.47761 0.51 -0.47 -0.04 0.349
H 8.96769 11.43499 8.49153 0.27 -0.38 0.12 0.185
H 14.66918 6.92419 6.01792 -0.21 0.10 0.03 0.395
H 14.94455 9.49834 5.74761 0.03 0.36 -0.36 0.372
H 8.55942 13.05348 7.99424 -0.23 0.29 -0.06 0.321
H 7.29565 8.38082 5.21680 0.27 0.38 -0.33 0.285
H 8.71685 6.49769 9.51608 0.02 -0.37 0.57 0.524
H 9.27601 9.32640 6.46188 -0.18 0.44 0.05 0.569
H 5.77525 5.41292 5.94716 -0.16 -1.30 0.37 0.218
H 8.58718 11.74175 6.76721 0.18 0.17 0.24 0.271
H 10.90244 11.09750 3.04571 -0.58 -0.80 -0.22 0.291
H 5.88050 6.65406 4.90595 0.15 0.12 0.45 0.222
```
Forces are in eV/Å.

Computed properties:
LUMO (spin up / spin down) in eV: 2.2754 / 0.4995
Highest occupied orbital energy (spin up / spin down) in eV: -4.8 / -5.2
Spin multiplicity: 6
Energy above the lowest of the compared OMol25 structures with the same formula, charge and spin in kcal/mol: 0.0
Total charge: -1
Expectation value of S²: 8.780



C12H13BrN2O3S | ωB97M-V/def2-TZVPD

```
32
Properties=species:S:1:pos:R:3:forces:R:3:mulliken_charge:R:1
Br 5.46303 0.69758 -0.06682 -0.05 -0.01 -0.01 -0.188
S 0.14705 1.21039 -1.67206 0.37 0.01 -0.14 1.294
O -0.34594 0.61128 -2.86130 -0.23 -0.22 0.27 -0.683
O 0.60534 2.56611 -1.71630 0.01 -0.14 0.30 -0.693
O -0.08644 -1.50094 -0.79046 0.20 0.02 -0.04 -0.260
N -2.20255 0.45435 -0.66407 -0.72 -0.62 -0.74 -0.924
N -1.05228 1.12182 -0.46811 0.01 0.14 0.09 0.717
C 2.22299 -1.89015 -0.10953 -0.37 -0.02 -0.09 -0.661
C 1.46108 0.21587 -0.96506 -0.78 0.15 -0.23 -0.139
C -2.86371 0.50142 0.46982 0.51 0.21 -0.15 0.753
C 3.72990 -0.03018 -0.29891 0.06 0.03 -0.01 -0.172
C 2.71507 0.76208 -0.81142 0.17 0.04 0.04 -0.165
C -0.96313 1.59047 0.81494 0.04 0.19 0.44 1.005
C 3.48713 -1.35035 0.04593 0.06 0.26 -0.07 -0.549
C 0.21859 2.34287 1.30130 0.07 0.10 0.14 -1.501
C -0.44966 -2.83764 -0.51863 -0.09 -0.18 0.07 -1.031
C 1.18258 -1.10849 -0.61747 0.21 -0.13 0.12 0.657
C -2.11990 1.21038 1.44526 0.41 0.06 -0.35 -1.064
C -4.20221 -0.12500 0.62262 0.04 0.02 -0.09 -1.266
H 0.11268 -3.53827 -1.14188 0.00 0.04 0.02 0.395
H 2.87175 1.79127 -1.09409 0.10 0.09 0.01 0.584
H 2.05513 -2.91889 0.16544 -0.07 -0.09 0.02 0.447
H 0.55845 3.03586 0.53525 0.06 0.08 0.15 0.366
H -0.04180 2.89213 2.20264 0.02 0.01 0.03 0.394
H -4.94359 0.62954 0.88082 -0.09 -0.01 0.01 0.328
H -1.50750 -2.89676 -0.76564 0.07 -0.05 0.03 0.242
H -0.30518 -3.08306 0.53810 0.01 0.02 -0.05 0.407
H -4.18463 -0.86869 1.41824 -0.06 -0.05 0.02 0.289
H -4.48539 -0.59979 -0.31167 -0.09 -0.06 -0.04 0.342
H 4.28708 -1.95919 0.43882 0.05 -0.03 0.03 0.418
H 1.03944 1.66261 1.53580 0.06 0.02 0.02 0.233
H -2.40341 1.41134 2.45842 0.02 0.10 0.23 0.428
```
Forces are in eV/Å.

Computed properties:
SMILES: COc1ccc(Br)cc1S(=O)(=O)n1nc(C)cc1C
LUMO in eV: 0.3062
Highest occupied orbital energy in eV: -9.0



C12H13Cl2HgN6O | ωB97M-V/def2-TZVPD

```
35
Properties=species:S:1:pos:R:3:forces:R:3:mulliken_charge:R:1
Hg 1.10356 -2.02505 -1.22118 -0.03 -0.25 0.15 0.504
Cl 6.77813 0.70138 -1.16703 -0.05 -0.10 -0.02 -0.176
Cl 4.41301 -1.02711 -1.38209 -0.26 0.14 0.01 -0.012
O 1.93351 -1.45251 0.80219 -0.39 -0.37 0.07 -0.889
N -6.00215 -1.43953 -0.40196 0.10 -0.09 0.07 -0.384
N -1.43776 -1.00006 -0.30304 -0.34 -0.19 -0.05 -0.266
N 1.45113 0.29249 -1.35212 -0.13 0.65 -0.34 -0.148
N 0.58078 2.23267 -0.81676 0.15 -0.18 -0.13 -0.055
N -4.44937 -0.09498 -1.45663 0.01 0.02 -0.04 -0.367
N -3.79619 -1.70200 0.12088 0.59 0.08 -0.02 -0.685
C 1.18807 -0.66100 1.51469 0.18 0.05 -0.13 0.353
C 6.15840 -0.96081 -1.31817 0.19 0.09 -0.01 -0.372
C 0.74060 -1.05693 2.80361 0.28 0.01 -0.04 -0.621
C 0.17272 -0.16089 3.67518 -0.07 0.19 -0.18 -0.489
C -2.53654 -1.32043 -0.11209 -0.27 -0.11 0.11 0.367
C 0.83610 0.64111 1.06845 0.00 0.09 -0.18 1.022
C 0.27343 1.53937 1.98501 -0.07 0.01 -0.07 -0.712
C 0.98979 1.01949 -0.34294 -0.05 0.21 0.49 0.324
C 0.78556 2.27104 -2.18044 0.01 -0.06 0.13 -0.386
C 1.31684 1.06529 -2.49340 0.04 -0.17 -0.08 -0.655
C -0.03666 1.16936 3.27553 -0.03 -0.09 0.11 -0.670
C -4.71248 -1.08612 -0.57737 0.01 0.16 -0.12 0.617
H -3.48644 0.12462 -1.65489 0.00 0.01 -0.01 0.159
H -5.15884 0.29175 -2.04892 -0.03 -0.01 -0.02 0.197
H -0.45329 1.89421 3.96441 0.01 -0.05 -0.04 0.383
H 1.62883 0.70228 -3.46224 -0.03 0.01 0.15 0.378
H 6.48352 -1.51620 -0.45202 0.10 -0.04 0.11 0.278
H -6.75292 -1.01189 -0.90674 -0.02 0.02 0.01 0.179
H -0.11339 -0.47631 4.67247 0.01 0.00 -0.04 0.381
H 6.55581 -1.37954 -2.23014 0.11 -0.03 -0.10 0.289
H 0.55169 3.13741 -2.77764 0.04 -0.08 0.07 0.435
H 0.18655 2.97098 -0.26743 -0.02 0.02 0.08 0.135
H 0.93137 -2.08763 3.08314 0.00 0.09 0.03 0.410
H -6.19723 -2.16096 0.26821 -0.01 0.00 -0.02 0.229
H 0.07387 2.56649 1.69149 -0.02 -0.06 0.02 0.245
```
Forces are in eV/Å.

Computed properties:
LUMO (spin up / spin down) in eV: 0.2082 / -1.0366
Highest occupied orbital energy (spin up / spin down) in eV: -6.7 / -6.9
Spin multiplicity: 2
Expectation value of S²: 0.756



C12H13ClF3N2O6P2 | ωB97M-V/def2-TZVPD

```
39
Properties=species:S:1:pos:R:3:forces:R:3:mulliken_charge:R:1
Cl 2.52659 -2.71022 -0.30302 -0.43 -0.13 0.38 -0.195
P -0.52265 2.45491 0.90575 1.31 1.17 0.82 1.116
P 0.90018 -2.69532 -1.52680 0.27 -0.32 -1.10 0.152
F -4.35374 0.14502 2.42638 -0.54 -0.46 0.08 -0.328
F -5.57991 1.81321 0.62470 0.22 0.60 0.07 -0.234
F -3.91339 1.52041 -0.77391 -0.28 -0.20 -0.42 -0.202
O -1.49964 3.50162 0.20643 -0.31 -0.88 -0.04 -0.526
O -0.22607 -3.50136 -0.70775 0.31 0.01 0.07 -0.396
O 0.58586 -0.21740 1.97412 0.82 0.48 0.77 -0.457
O -0.82564 -1.77937 1.29509 -0.31 0.03 -0.66 -0.293
O 0.68960 3.09856 1.40667 0.19 -0.20 -0.06 -0.732
O -1.34852 1.74982 2.05886 -0.48 0.01 -0.43 -0.381
N 0.35749 1.09396 -2.72124 0.16 -0.41 0.21 0.103
N 4.56551 -0.96012 -1.49702 0.10 0.24 -0.16 -0.392
C 0.01586 1.83554 -1.66690 0.02 0.38 0.22 -0.829
C 0.09982 -0.10186 -0.26864 -0.24 -0.21 -0.54 0.559
C -2.16659 -1.46693 1.73125 -0.36 -0.21 0.06 -0.693
C -0.03596 -0.71446 1.10053 -0.03 -0.04 0.35 -0.242
C -3.03385 -0.83096 0.63575 0.10 0.00 0.47 0.009
C 0.58393 -0.22271 -2.59936 0.20 -0.41 0.04 -0.539
C -0.11883 1.27574 -0.40889 -0.65 -0.20 -0.35 0.482
C 6.86780 -0.92179 -0.28717 0.31 -0.01 0.17 -0.841
C -3.97519 0.21085 1.14612 0.45 0.42 -0.60 0.058
C -4.47524 1.15794 0.36716 -0.17 -0.31 0.58 0.460
C 5.58112 -0.94324 -0.96365 0.01 0.03 -0.03 0.412
C 0.47394 -0.86754 -1.38832 -0.26 0.14 0.57 0.541
H 7.52012 -0.16637 -0.72144 -0.08 0.03 -0.07 0.288
H -2.45517 -0.38976 -0.16992 0.17 0.00 -0.04 -0.069
H 0.87246 -0.77060 -3.48579 -0.01 0.10 -0.15 0.453
H -2.13575 -0.89657 2.65404 0.18 0.33 -0.05 0.398
H -1.89454 4.01254 0.92912 -0.22 0.36 -0.30 0.321
H -2.61035 -2.42034 1.98507 0.17 -0.23 0.08 0.377
H 0.11403 -3.86588 0.12148 -0.31 0.10 0.20 0.318
H -0.12615 2.89210 -1.83372 -0.08 0.08 -0.10 0.552
H 7.36519 -1.88649 -0.37134 -0.08 -0.04 -0.06 0.283
H 0.47761 1.51413 -3.63417 -0.06 0.18 0.02 0.321
H -3.62261 -1.62348 0.17909 -0.05 -0.09 -0.15 0.519
H 6.74540 -0.69536 0.77064 -0.11 0.01 -0.01 0.275
H -0.98892 2.09911 2.89022 0.05 -0.34 0.19 0.351
```
Forces are in eV/Å.

Computed properties:
LUMO in eV: -4.9793
Highest occupied orbital energy in eV: -12.0
Total charge: +1